Density functional theory data (wB97M-V/def2-TZVPD) for 2 unconnected molecules or ions with the total composition C4H11N3O2 in a non-equilibrium geometry.

Properties
SMILES: COC(C)=O.N=C(N)N
Calculated total energy: -12891.874 eV
E_LUMO: 0.91 eV
ΔE to the lowest compared entry with this formula, charge and spin: 92.2 kJ/mol
Spin multiplicity: 1
Frontier orbital gap: 10.0305 eV

Each line ends with the natural charge from an NBO analysis.
CARTESIAN COORDINATES (ANGSTROEM)
1 C -0.93733 2.40873 -0.25007  -0.2710
2 O -0.65611 1.57631 0.87283  -0.5182
3 C -1.06228 0.23567 0.75142  0.8264
4 C -0.83632 -0.47435 2.05282  -0.7262
5 O -1.66516 -0.21737 -0.20667  -0.6268
6 H -1.77669 2.05231 -0.85597  0.2016
7 H -1.18137 3.41016 0.11397  0.1962
8 H -0.03954 2.47915 -0.87261  0.1796
9 H -1.66728 -0.27076 2.73120  0.2458
10 H -0.76607 -1.54960 1.86755  0.2407
11 H 0.10576 -0.14818 2.50111  0.2472
12 N 1.86374 0.20444 -0.39738  -0.7597
13 C 1.26868 -0.85601 -0.81919  0.5617
14 N 0.49177 -0.90343 -1.92494  -0.8410
15 N 1.48529 -2.06338 -0.25314  -0.8364
16 H 1.64670 0.96803 -1.04380  0.3328
17 H 0.08781 -1.82376 -2.05533  0.3688
18 H -0.31955 -0.29451 -1.79704  0.4082
19 H 2.16257 -1.96762 0.49762  0.3904
20 H 1.79539 -2.76585 -0.91238  0.3800



Density functional theory data (wB97M-V/def2-TZVPD) for a molecular structure, C24H26N2O2Pd in a non-equilibrium geometry.

Properties
Calculated total energy: -35858.106 eV
E_LUMO (spin up / spin down): -0.40 / -1.24 eV
ΔE to the lowest compared entry with this formula, charge and spin: 22.2 kJ/mol
Spin multiplicity: 3
Frontier orbital gap (spin up / spin down): 6.4718 / 6.6375 eV
⟨S²⟩: 2.02

Each line ends with the natural charge from an NBO analysis.
CARTESIAN COORDINATES (ANGSTROEM)
1 Pd -0.75701 -0.61388 -1.90576  0.9371
2 N -0.04640 -3.50786 7.40578  -0.3245
3 C -0.05877 -3.36019 6.23031  0.2823
4 C -0.00857 -3.01826 4.84822  -0.2160
5 C -0.83658 -3.75783 4.04476  -0.1510
6 C -1.16027 -3.37429 2.73533  -0.1806
7 C -0.54817 -2.20374 2.25399  -0.0986
8 C 0.27288 -1.45246 3.04057  -0.2137
9 C 0.54387 -1.78626 4.36372  -0.1450
10 C -0.93518 -1.84041 0.88487  -0.0619
11 C -1.12305 -1.45983 -0.29650  -0.3984
12 H -1.17091 -4.74941 4.37826  0.2237
13 H -1.87604 -3.98424 2.22817  0.2290
14 H 0.76098 -0.58065 2.61071  0.2285
15 H 1.26375 -1.19800 4.97307  0.2304
16 C -1.01112 0.32812 -5.94246  -0.6151
17 C -1.58406 0.36087 -4.53394  0.0641
18 C -2.79120 -0.54148 -4.45326  -0.6366
19 O -0.41026 -0.06869 -3.73392  -0.7058
20 H -1.83227 0.62452 -6.66233  0.1958
21 H -0.65084 -0.71423 -6.16140  0.2134
22 H -0.18687 1.05024 -6.01135  0.2122
23 H -1.79077 1.33352 -4.12622  0.1784
24 H -2.70061 -1.42942 -5.06468  0.2099
25 H -3.67410 -0.03998 -4.85182  0.2146
26 H -3.03812 -0.71683 -3.41213  0.2231
27 C 3.22480 2.46427 2.56902  -0.6386
28 C 1.88608 2.33239 1.86529  0.0612
29 C 1.79013 2.31880 0.42359  -0.2421
30 C 0.60644 2.26588 -0.27281  0.0511
31 C 0.70104 2.46868 -1.77360  -0.6605
32 C -0.60940 2.08061 0.46200  -0.1381
33 C -1.88719 1.79431 -0.15155  0.4002
34 O -2.00081 1.19678 -1.25976  -0.6004
35 C -0.57781 2.30220 1.88384  0.0699
36 C -1.84061 2.46883 2.66628  -0.6555
37 C 0.65593 2.35851 2.54733  -0.2651
38 H 3.83203 3.09157 1.90628  0.2255
39 H 3.72586 1.51228 2.61104  0.2290
40 H 3.05885 2.91228 3.58502  0.2246
41 H 2.71807 2.41887 -0.20589  0.2075
42 H 1.15430 3.45907 -1.96285  0.2229
43 H -0.28053 2.46618 -2.32498  0.2448
44 H 1.37749 1.67968 -2.23454  0.2398
45 H -2.85309 2.02341 0.30592  0.1529
46 H -2.53340 1.61159 2.56150  0.2319
47 H -2.46284 3.28462 2.31167  0.2282
48 H -1.50817 2.51495 3.71782  0.2246
49 H 0.65183 2.43572 3.62871  0.2087
50 C 3.16395 -2.99354 -2.73156  -0.7343
51 C 1.88378 -2.30340 -2.56968  0.3930
52 N 0.83696 -1.89185 -2.19034  -0.3723
53 H 3.42956 -3.52447 -1.83406  0.2643
54 H 3.99067 -2.23659 -2.87281  0.2627
55 H 3.21581 -3.81101 -3.50289  0.2688



Question: Look up the calculated total energy of the first one.
Answer: -12891.874 eV



Question: Which of these has the lowest spin multiplicity?
Answer: C4H11N3O2



Question: Which value of ΔE to the lowest compared entry with this formula, charge and spin does entry 1 give?
Answer: 92.2 kJ/mol